1.
The following is a quantum chemistry calculation of a single C5H6O molecule in a non-equilibrium geometry, from OMol25.

Structure (ORCA input):
```
! RIJCOSX wB97M-V def2-TZVPD def2/J DEFGRID3
* xyz 0 1
O -1.979 -1.378 0.073
C -0.985 -0.690 0.070
C 0.474 -1.108 -0.157
C 1.279 0.166 -0.040
C 0.503 1.197 0.288
C -0.937 0.800 0.143
H 0.691 -1.703 -1.050
H 0.623 -1.745 0.718
H 2.333 0.237 -0.288
H 0.839 2.203 0.533
H -1.710 1.358 0.677
H -1.133 0.664 -0.966
*
```

Calculated values
* gap between HOMO and LUMO: 9.89 eV
* structure (SMILES): O=C1CC=CC1

***

2.
The following is a quantum chemistry calculation of 2 unconnected molecules or ions with the total composition C5H11NO2 in a non-equilibrium geometry, from OMol25.

Structure (ORCA input):
```
! RIJCOSX wB97M-V def2-TZVPD def2/J DEFGRID3
* xyz 0 1
C -0.953 1.888 0.135
C -1.415 0.540 -0.359
O -0.737 0.183 -1.633
O -2.548 0.129 -0.177
H -0.170 0.891 -1.984
H -1.736 2.629 -0.044
H -0.038 2.239 -0.345
H -0.765 1.825 1.208
C 2.183 -0.095 -0.180
N -0.792 -2.111 0.988
C 0.051 -1.012 0.798
C 0.983 -0.977 -0.206
H -1.633 -1.839 1.495
H -1.102 -2.498 0.099
H 0.240 -0.454 1.713
H 0.933 -1.718 -0.996
H 1.936 0.915 0.154
H 2.928 -0.509 0.508
H 2.636 -0.028 -1.172
*
```

Calculated values
* gap between HOMO and LUMO: 8.33 eV
* structure (SMILES): C/C=C/N.CC(=O)O

***

3.
The following is a quantum chemistry calculation of a molecular structure, C27H32CsF3N3O2S, from OMol25.

Structure (ORCA input):
```
! RIJCOSX wB97M-V def2-TZVPD def2/J DEFGRID3
* xyz -1 1
Cs -0.724 -1.783 1.698
C 2.367 2.070 -1.607
C 2.010 3.360 -0.861
C 0.666 3.960 -1.290
C 2.166 3.250 0.646
C 3.093 4.081 1.265
C 3.313 4.033 2.632
C 2.617 3.129 3.409
C 1.685 2.254 2.855
C 0.997 1.233 3.730
C 0.295 1.856 4.932
C 1.982 0.147 4.161
C 1.465 2.359 1.480
N 0.558 1.479 0.861
C -0.322 1.180 0.154
C -1.247 0.718 -0.735
C -1.152 0.787 -2.153
C -2.196 0.023 -2.609
C -2.870 -0.482 -1.452
N -2.321 -0.060 -0.328
C -4.103 -1.361 -1.417
C -5.296 -0.500 -0.979
C -3.922 -2.503 -0.410
C -4.378 -1.953 -2.799
H 2.322 2.243 -2.685
H 1.707 1.233 -1.381
H 3.380 1.751 -1.360
H 2.761 4.098 -1.155
H -0.190 3.325 -1.074
H 0.666 4.139 -2.367
H 0.499 4.915 -0.788
H 3.649 4.777 0.649
H 4.040 4.696 3.084
H 2.798 3.077 4.475
H 0.204 0.748 3.164
H 1.010 2.241 5.667
H -0.330 1.087 5.385
H -0.367 2.663 4.619
H 2.772 0.555 4.797
H 2.457 -0.337 3.304
H 1.446 -0.616 4.729
H -1.993 0.924 2.314
H -0.407 1.316 -2.726
H -2.444 -0.177 -3.639
H -5.110 -0.071 0.006
H -6.205 -1.106 -0.932
H -5.465 0.319 -1.683
H -3.793 -2.128 0.605
H -3.065 -3.130 -0.666
H -4.816 -3.132 -0.420
H -4.574 -1.170 -3.536
H -5.257 -2.600 -2.760
H -3.533 -2.550 -3.149
F 1.522 -6.544 -1.132
C 2.492 -5.794 -1.686
F 3.582 -5.898 -0.911
F 2.821 -6.435 -2.851
C 2.063 -4.380 -1.964
C 2.138 -3.914 -3.259
C 1.728 -2.618 -3.552
C 1.220 -1.868 -2.510
N 1.138 -2.280 -1.248
C 1.596 -3.513 -0.925
S 1.668 -4.019 0.721
H 2.515 -4.556 -4.043
H 1.778 -2.216 -4.555
H 0.837 -0.870 -2.698
O -1.647 -0.340 3.725
O -2.294 0.876 3.231
*
```

Calculated values
* gap between HOMO and LUMO: 6.05 eV

***

4.
The following is a quantum chemistry calculation of a single C21H17BrF2N2O3 molecule in a non-equilibrium geometry, from OMol25.

Structure (ORCA input):
```
! RIJCOSX wB97M-V def2-TZVPD def2/J DEFGRID3
* xyz 0 1
O -5.902 -3.806 1.365
O -1.285 0.395 2.779
F 8.733 0.112 2.881
F 5.969 -1.545 -0.473
Br 1.535 1.516 3.405
O 2.811 0.825 0.704
C -4.759 -3.381 1.526
C -0.671 0.425 1.732
C 0.822 -0.009 -0.535
C 0.721 0.758 1.791
C 1.485 0.478 0.671
C -0.527 -0.250 -0.599
C 6.474 0.671 2.975
C 7.341 -0.652 1.149
C -5.287 -1.212 0.514
C -2.995 -1.657 1.022
C -4.986 0.117 0.138
C 5.227 0.660 2.356
C 7.526 0.013 2.346
C 6.112 -0.709 0.576
C -4.336 -2.098 1.005
C -2.652 -0.385 0.547
C -3.646 0.545 0.114
C 5.011 -0.063 1.137
N -3.925 -4.131 2.314
N -1.284 -0.041 0.564
C -1.233 -0.710 -1.858
C -3.269 1.952 -0.300
C 3.648 -0.308 0.526
H 1.388 -0.088 -1.473
H 6.668 1.318 3.819
H 8.172 -1.213 0.687
H -6.308 -1.572 0.490
H -2.200 -2.293 1.387
H -5.763 0.777 -0.237
H 4.400 1.190 2.816
H -3.146 -3.610 2.677
H -4.357 -4.876 2.839
H -1.738 -1.634 -1.734
H -0.574 -0.842 -2.698
H -1.967 0.065 -2.195
H -2.700 1.898 -1.202
H -4.200 2.540 -0.429
H -2.688 2.385 0.480
H 3.706 -0.478 -0.554
H 3.255 -1.195 0.992
*
```

Calculated values
* gap between HOMO and LUMO: 8.85 eV
* structure (SMILES): Cc1ccc(C(N)=O)cc1-n1c(C)cc(OCc2ccc(F)cc2F)c(Br)c1=O

***

5.
The following is a quantum chemistry calculation of a single C2H3N3S2 molecule in a non-equilibrium geometry, from OMol25.

Structure (ORCA input):
```
! RIJCOSX wB97M-V def2-TZVPD def2/J DEFGRID3
* xyz 0 1
C -2.114 -0.222 -0.062
C -1.895 0.227 -1.255
N -1.073 -0.315 1.013
N 0.075 -0.455 0.703
N 0.615 -0.441 -0.449
S 3.137 1.087 0.544
S 2.202 -0.396 -0.683
H -2.978 -0.560 0.349
H -1.103 0.698 -1.908
H 3.135 0.377 1.749
*
```

Calculated values
* gap between HOMO and LUMO (spin up / spin down): 7.69 / 6.88 eV

***

6.
The following is a quantum chemistry calculation of a gas-phase ion, C3H6IN2S (charge +1) in a non-equilibrium geometry, from OMol25.

Structure (ORCA input):
```
! RIJCOSX wB97M-V def2-TZVPD def2/J DEFGRID3
* xyz 1 1
C -0.682 1.769 -0.385
C 0.482 1.352 0.247
C 0.687 -1.130 -0.271
N -1.606 0.915 -0.745
N 0.645 -0.088 0.637
S -0.301 -2.514 -0.131
I -2.846 -0.331 0.101
H -1.006 2.741 -0.683
H 1.278 1.981 0.331
H 1.547 -1.198 -1.006
H 1.523 0.142 1.259
H -0.217 -0.270 1.250
H 0.497 -3.369 -0.603
*
```

Calculated values
* gap between HOMO and LUMO (spin up / spin down): 8.10 / 6.81 eV

***

7.
The following is a quantum chemistry calculation of 2 unconnected molecules or ions with the total composition C5H12S, from OMol25.

Structure (ORCA input):
```
! RIJCOSX wB97M-V def2-TZVPD def2/J DEFGRID3
* xyz 0 1
C -0.970 -0.809 -2.233
S -1.533 -0.989 -0.524
C -2.534 0.497 -0.315
H -0.024 -0.274 -2.326
H -1.706 -0.264 -2.819
H -0.790 -1.819 -2.593
H -2.191 1.116 0.514
H -2.413 1.148 -1.169
H -3.590 0.255 -0.242
C 2.038 -0.480 0.396
C 1.949 -0.023 1.821
C 1.248 1.019 2.213
H 1.697 -1.500 0.231
H 1.455 0.177 -0.257
H 3.070 -0.352 0.049
H 2.477 -0.646 2.534
H 1.144 1.353 3.228
H 0.673 1.590 1.492
*
```

Calculated values
* gap between HOMO and LUMO: 9.48 eV
* structure (SMILES): C=CC.CSC

***

8.
The following is a quantum chemistry calculation of a single C4H10N2OS molecule in a non-equilibrium geometry, from OMol25.

Structure (ORCA input):
```
! RIJCOSX wB97M-V def2-TZVPD def2/J DEFGRID3
* xyz 0 1
C 0.315 1.199 -2.233
C -0.237 1.263 1.180
C 0.275 -0.803 2.207
C -0.419 -2.168 -0.180
H 1.139 0.490 -2.307
H 0.419 1.963 -3.017
H -0.646 0.648 -2.393
H -0.356 2.556 -0.855
H -0.698 2.218 1.365
H 1.192 -0.800 1.623
H 0.490 -1.053 3.251
H 0.655 -2.127 -0.368
H -0.898 -1.354 -0.746
H -0.797 -3.137 -0.532
N 0.386 1.835 -0.929
N 0.287 0.899 0.082
O -0.311 0.487 2.274
S -0.796 -2.116 1.580
*
```

Calculated values
* gap between HOMO and LUMO: 9.31 eV
* structure (SMILES): CN/N=C/OCSC

***

Energy above the lowest of the compared OMol25 structures with the same formula, charge and spin, record by record: 97.2; 242.6; 9.5; 0.0; 571.6; 534.7; 96.5; 241.9 kJ/mol